[1]
Here is the ion C7H14NO2 with charge +1 from the OMol25 dataset. Energies are from the ωB97M-V functional and the def2-TZVPD basis.

Element x y z (Å)
O: -0.94 -0.14 2.09
O: 0.25 0.19 3.97
N: 1.20 -0.24 -1.12
C: -0.88 0.76 -0.71
C: -0.02 -1.17 1.72
C: -0.36 -1.64 0.32
C: 1.16 1.10 -1.86
C: -0.70 0.44 3.28
C: -0.24 -0.62 -0.80
C: -0.33 1.41 -1.98
H: 1.01 -0.80 1.81
H: -1.38 -2.02 0.29
H: -1.95 0.75 -0.57
H: -0.59 -1.09 -1.72
H: -0.74 0.90 -2.86
H: 0.29 -2.49 0.09
H: 1.67 1.83 -1.23
H: -0.44 1.28 0.15
H: -1.49 1.16 3.52
H: 1.75 -0.13 -0.26
H: -0.53 2.47 -2.08
H: 1.69 1.01 -2.80
H: -0.10 -2.00 2.42
H: 1.67 -0.96 -1.66

Properties
energy = -480.12451 Eh
net charge = +1
HOMO energy = -13.9689 eV
lowest unoccupied orbital energy = -0.1209 Ha
HOMO-LUMO gap = 10.7 eV


[2]
Here is a cluster of 2 separate species, C7H14NS in total at a distorted geometry from the OMol25 dataset. Energies are from the ωB97M-V functional and the def2-TZVPD basis.

Element x y z (Å)
S: 2.11 0.79 1.47
N: -0.20 0.02 -0.56
C: 3.39 -1.66 -1.18
C: -0.95 2.25 -0.10
C: 2.89 -0.65 -0.71
C: 2.35 0.50 -0.13
C: -0.40 -1.99 0.91
C: -0.72 -0.51 0.68
C: -0.93 1.13 -1.11
H: -0.41 0.09 1.46
H: 0.34 -2.15 1.63
H: 0.21 -0.72 -1.00
H: -0.11 -2.52 0.03
H: -0.41 1.46 -2.03
H: -1.29 -2.56 1.30
H: 3.42 -2.42 -1.85
H: 2.35 -0.56 2.02
H: 1.91 1.15 -0.87
H: -1.78 -0.47 0.67
H: 0.15 2.53 0.07
H: -1.95 0.82 -1.31
H: -1.31 1.91 0.84
H: -1.31 3.18 -0.43

Properties
energy = -727.62857 Eh
net charge = +1
HOMO energy (spin up / spin down) = -12.8667 / -12.8741 eV
lowest unoccupied orbital energy (spin up / spin down) = -0.2308 / -0.2308 Ha
HOMO-LUMO gap (spin up / spin down) = 6.6 / 6.6 eV


[3]
Here is a cluster of 2 separate species, C7H14O in total at a distorted geometry from the OMol25 dataset. Energies are from the ωB97M-V functional and the def2-TZVPD basis.

Element x y z (Å)
O: 0.38 -2.97 -0.27
C: 0.33 0.29 -0.58
C: 1.16 0.27 0.69
C: -0.94 -0.18 -0.61
C: 0.89 0.94 -1.77
C: 1.26 1.65 1.26
C: -1.70 -0.83 0.42
C: -2.88 -0.47 1.01
H: -1.51 0.02 -1.59
H: 1.14 -2.39 -0.46
H: 0.31 2.26 1.08
H: -1.15 -1.78 0.82
H: 2.19 2.12 0.85
H: 1.43 1.53 2.35
H: -0.26 -2.66 -0.91
H: 0.81 -0.41 1.45
H: 0.21 1.11 -2.68
H: -3.23 -1.02 1.83
H: 2.11 -0.16 0.27
H: 1.73 0.49 -2.20
H: -3.47 0.22 0.53
H: 1.19 1.97 -1.47

Properties
energy = -350.23775 Eh
net charge = -1
2S+1 = 2
HOMO energy (spin up / spin down) = 0.7631 / -3.2797 eV
lowest unoccupied orbital energy (spin up / spin down) = 0.1454 / 0.1396 Ha
HOMO-LUMO gap (spin up / spin down) = 3.2 / 7.1 eV


[4]
Here is a cluster of 2 separate species, C7H14O in total at a distorted geometry from the OMol25 dataset. Energies are from the ωB97M-V functional and the def2-TZVPD basis.

Element x y z (Å)
O: -2.25 1.80 -0.42
C: -0.88 -0.61 -1.17
C: 1.66 0.81 -1.43
C: 1.46 -0.09 -0.47
C: 0.00 -0.27 0.00
C: 2.63 -0.81 0.11
C: -0.33 -0.11 1.26
C: -1.64 -0.48 1.82
H: 2.56 -1.06 1.20
H: 3.56 -0.26 -0.26
H: 2.74 -1.80 -0.35
H: -1.91 2.39 -1.10
H: -2.61 -0.72 1.38
H: -1.93 1.92 0.46
H: -1.63 -1.38 2.51
H: 0.35 0.16 2.05
H: 0.85 1.39 -1.81
H: -1.47 0.22 -1.44
H: 2.56 1.06 -2.02
H: -1.99 0.31 2.65
H: -0.21 -0.99 -1.99
H: -1.52 -1.47 -0.96

Properties
energy = -350.26161 Eh
HOMO energy = -8.6209 eV
lowest unoccupied orbital energy = 0.0283 Ha
HOMO-LUMO gap = 9.4 eV


[5]
Here is a cluster of 3 separate species, C7H14O in total at a distorted geometry from the OMol25 dataset. Energies are from the ωB97M-V functional and the def2-TZVPD basis.

Element x y z (Å)
O: -0.31 0.90 -3.47
C: 0.87 0.82 -2.72
C: -1.42 0.18 1.92
C: 0.19 -0.33 -0.94
C: 1.03 0.03 2.61
C: -0.06 -0.40 1.66
C: -0.59 -1.46 -1.41
C: 0.68 0.52 -0.19
H: -2.15 -0.15 1.18
H: 1.56 0.11 -3.17
H: 0.81 -0.27 3.65
H: -0.07 -1.48 1.49
H: -1.39 -1.70 -0.71
H: -1.03 -1.21 -2.38
H: 1.13 1.12 2.62
H: -0.69 1.78 -3.37
H: -1.39 1.27 1.90
H: 0.04 -2.34 -1.54
H: 1.34 1.78 -2.50
H: 1.26 1.36 0.11
H: -1.81 -0.11 2.91
H: 1.99 -0.41 2.35

Properties
energy = -350.11923 Eh
HOMO energy (spin up / spin down) = -6.1473 / -6.2280 eV
lowest unoccupied orbital energy (spin up / spin down) = 0.0325 / 0.0326 Ha
HOMO-LUMO gap (spin up / spin down) = 7.0 / 7.1 eV


[6]
Here is a cluster of 2 separate species, C7H14O in total at a distorted geometry from the OMol25 dataset. Energies are from the ωB97M-V functional and the def2-TZVPD basis.

Element x y z (Å)
O: -0.28 2.57 -0.58
C: 0.41 -0.93 0.45
C: 2.13 0.45 -0.49
C: -2.32 -0.17 0.45
C: -0.63 -2.03 0.38
C: 2.45 1.19 0.59
C: -1.94 -1.51 -0.25
C: 0.80 -0.24 -0.63
H: -0.14 1.67 -0.90
H: 1.09 -0.85 1.31
H: 2.73 0.20 -1.35
H: -0.84 -2.25 1.45
H: 3.36 1.69 0.84
H: -0.22 -2.97 -0.01
H: -2.77 -2.10 0.23
H: -3.27 0.25 0.12
H: 0.43 3.04 -0.15
H: -1.66 0.66 0.28
H: -2.30 -0.02 1.54
H: -1.73 -1.38 -1.34
H: 1.78 1.44 1.40
H: 0.41 -0.33 -1.64

Properties
energy = -350.25051 Eh
HOMO energy = -8.9930 eV
lowest unoccupied orbital energy = 0.0342 Ha
HOMO-LUMO gap = 9.9 eV


[7]
Here is a cluster of 2 separate species, C7H14O in total at a distorted geometry from the OMol25 dataset. Energies are from the ωB97M-V functional and the def2-TZVPD basis.

Element x y z (Å)
O: -0.04 -3.21 3.28
C: 1.22 1.78 -2.38
C: -1.32 0.69 0.59
C: -0.06 0.52 0.20
C: -1.69 1.53 1.79
C: 1.66 0.52 -1.61
C: -0.15 -1.13 -1.65
C: 0.47 -0.16 -0.99
H: -2.63 1.28 2.27
H: 0.58 -3.12 2.55
H: -1.69 2.58 1.47
H: 0.59 2.41 -1.76
H: -0.90 -3.31 2.87
H: 2.18 -0.17 -2.26
H: 2.10 2.33 -2.72
H: -0.88 1.53 2.50
H: 0.31 -1.57 -2.52
H: 0.52 1.50 -3.17
H: -2.19 0.27 0.10
H: -1.07 -1.60 -1.30
H: 0.67 1.03 0.82
H: 2.40 0.84 -0.86

Properties
energy = -350.30441 Eh
HOMO energy = -8.6878 eV
lowest unoccupied orbital energy = 0.0291 Ha
HOMO-LUMO gap = 9.5 eV


[8]
Here is a cluster of 2 separate species, C7H14O in total from the OMol25 dataset. Energies are from the ωB97M-V functional and the def2-TZVPD basis.

Element x y z (Å)
O: -0.26 2.12 0.47
C: -0.24 -0.74 -2.51
C: -2.00 -1.87 -1.11
C: 0.34 1.86 1.66
C: 1.39 0.48 3.42
C: 0.99 -0.30 -2.30
C: 0.75 0.67 2.09
C: -0.78 -2.04 -2.00
H: -1.07 -2.66 -2.87
H: 1.30 0.66 -2.67
H: 0.02 -2.60 -1.52
H: 1.46 1.42 3.97
H: 2.41 0.11 3.31
H: -1.78 -1.33 -0.19
H: -0.89 -0.13 -3.12
H: -2.78 -1.33 -1.65
H: -2.41 -2.83 -0.79
H: -0.29 1.30 -0.04
H: 1.68 -0.85 -1.68
H: 0.46 2.74 2.28
H: 0.62 -0.20 1.46
H: 0.85 -0.26 4.01

Properties
energy = -350.29963 Eh
HOMO energy = -8.5735 eV
lowest unoccupied orbital energy = 0.0378 Ha
HOMO-LUMO gap = 9.6 eV


[9]
Here is a cluster of 3 separate species, C7H14O in total at a distorted geometry from the OMol25 dataset. Energies are from the ωB97M-V functional and the def2-TZVPD basis.

Element x y z (Å)
O: -2.52 -0.36 -2.90
C: 0.23 0.87 -1.66
C: 0.41 -0.86 2.47
C: -0.06 -0.05 -0.50
C: -0.97 -1.17 -0.95
C: 0.91 0.02 3.56
C: 1.43 1.45 -1.77
C: 1.29 0.44 2.22
H: 1.69 1.44 2.26
H: 1.04 -1.71 2.27
H: -0.48 -1.80 -1.70
H: 1.53 -0.48 4.31
H: -1.88 -0.66 -1.42
H: -0.36 0.52 0.37
H: -0.38 0.90 -2.55
H: 0.89 -0.55 -0.24
H: -1.30 -1.89 -0.20
H: 0.05 0.37 4.15
H: 1.52 2.22 -2.52
H: -0.66 -0.91 2.34
H: 2.09 1.38 -0.91
H: -3.48 -0.51 -2.91

Properties
energy = -349.93478 Eh
HOMO energy = -6.6180 eV
lowest unoccupied orbital energy = -0.1478 Ha
HOMO-LUMO gap = 2.6 eV


[10]
Here is a structure of composition C7H14O10Tl at a distorted geometry from the OMol25 dataset. Energies are from the ωB97M-V functional and the def2-TZVPD basis.

Element x y z (Å)
Tl: -2.37 -1.93 0.86
O: 2.29 -2.79 0.44
O: 2.07 -1.55 -1.38
O: -3.64 -0.78 -2.73
O: -0.17 2.17 2.34
O: -4.80 -1.86 -0.05
O: -0.47 0.23 1.22
O: 0.27 -2.20 -0.21
O: -2.70 1.23 -3.01
O: 0.91 1.76 0.48
O: -2.63 0.12 -1.07
C: -1.23 1.89 3.24
C: 0.05 1.30 1.36
C: 1.47 -2.17 -0.38
C: 1.48 3.06 0.57
C: -2.97 0.16 -2.28
C: 1.21 -0.85 -2.27
C: 3.67 -2.87 0.07
H: 4.14 -3.63 0.69
H: 0.59 -0.14 -1.73
H: 2.03 3.32 -0.32
H: -2.18 2.11 2.76
H: 4.22 -1.94 0.05
H: -5.56 -1.67 0.53
H: 0.70 3.81 0.74
H: 3.79 -3.29 -0.93
H: 2.13 3.13 1.44
H: -1.29 0.84 3.55
H: 1.84 -0.28 -2.94
H: 0.56 -1.52 -2.83
H: -2.35 1.88 -2.37
H: -1.05 2.44 4.16

Properties
energy = -1199.57329 Eh
net charge = +1
HOMO energy = -13.3334 eV
lowest unoccupied orbital energy = -0.3347 Ha
HOMO-LUMO gap = 4.2 eV


Copy entry 10 word for word.
Here is a structure of composition C7H14O10Tl at a distorted geometry from the OMol25 dataset. Energies are from the ωB97M-V functional and the def2-TZVPD basis.

Element x y z (Å)
Tl: -2.37 -1.93 0.86
O: 2.29 -2.79 0.44
O: 2.07 -1.55 -1.38
O: -3.64 -0.78 -2.73
O: -0.17 2.17 2.34
O: -4.80 -1.86 -0.05
O: -0.47 0.23 1.22
O: 0.27 -2.20 -0.21
O: -2.70 1.23 -3.01
O: 0.91 1.76 0.48
O: -2.63 0.12 -1.07
C: -1.23 1.89 3.24
C: 0.05 1.30 1.36
C: 1.47 -2.17 -0.38
C: 1.48 3.06 0.57
C: -2.97 0.16 -2.28
C: 1.21 -0.85 -2.27
C: 3.67 -2.87 0.07
H: 4.14 -3.63 0.69
H: 0.59 -0.14 -1.73
H: 2.03 3.32 -0.32
H: -2.18 2.11 2.76
H: 4.22 -1.94 0.05
H: -5.56 -1.67 0.53
H: 0.70 3.81 0.74
H: 3.79 -3.29 -0.93
H: 2.13 3.13 1.44
H: -1.29 0.84 3.55
H: 1.84 -0.28 -2.94
H: 0.56 -1.52 -2.83
H: -2.35 1.88 -2.37
H: -1.05 2.44 4.16

Properties
energy = -1199.57329 Eh
net charge = +1
HOMO energy = -13.3334 eV
lowest unoccupied orbital energy = -0.3347 Ha
HOMO-LUMO gap = 4.2 eV